Record 1
DFT (ωB97M-V/def2-TZVPD) results for a molecular structure, C43H50BrGeLiN3O3Te.

Output
Net charge ... -2
⟨S²⟩ ... 0.766
Relative energy (zero: lowest compared OMol25 entry of this formula, charge and spin) ... 0.0 kJ/mol
Multiplicity ... 2

Geometry (Å):
Li (-0.62035, 0.47068, 0.43830)
N (-2.78027, -2.73720, 1.38916)
C (-1.46817, -2.74559, 1.76296)
O (-1.05216, -2.13756, 2.73519)
C (-0.57624, -3.65941, 0.94223)
C (0.09738, -2.98201, -0.27109)
H (-3.31554, -1.98916, 1.80634)
H (-2.93392, -2.81677, 0.39112)
H (-1.16849, -4.51758, 0.62562)
H (0.21116, -4.00915, 1.61423)
H (0.55950, -2.04508, 0.03610)
H (0.87156, -3.64499, -0.65497)
C (1.63907, 1.25753, -2.71776)
C (1.92344, 2.05212, -1.44711)
N (3.20824, 1.70673, -0.84012)
C (4.33295, 2.55877, -1.15856)
C (4.48547, 3.75296, -0.21403)
C (3.25261, 0.69499, 0.07500)
C (4.56156, 0.46973, 0.80281)
N (2.21546, -0.03089, 0.25487)
H (0.62246, 1.47037, -3.05125)
H (1.70348, 0.19233, -2.49454)
H (2.34511, 1.50329, -3.51637)
H (1.13771, 1.83277, -0.72883)
H (1.92018, 3.12536, -1.64757)
H (4.17460, 2.93294, -2.17278)
H (5.25708, 1.97668, -1.17330)
H (3.54400, 4.29601, -0.13500)
H (5.25484, 4.43716, -0.58140)
H (4.76059, 3.43077, 0.78928)
H (5.36819, 0.22812, 0.10899)
H (4.44784, -0.36286, 1.49369)
H (4.84383, 1.35274, 1.37621)
H (2.33450, -0.73315, 0.97519)
C (-4.07119, 3.03278, 4.35128)
C (-3.27039, 3.98080, 3.73176)
C (-2.00694, 3.63400, 3.26690)
C (-1.50608, 2.33882, 3.39640)
C (-2.34360, 1.39715, 4.00660)
C (-3.59920, 1.73334, 4.49022)
Ge (0.22711, 1.64167, 2.61056)
C (1.09141, 3.45422, 2.28564)
C (0.65282, 4.16713, 1.16225)
C (1.18820, 5.40208, 0.82278)
C (2.21177, 5.95020, 1.58758)
C (2.68756, 5.24764, 2.68633)
C (2.13250, 4.01839, 3.02414)
C (1.13319, 1.23404, 4.38209)
C (0.58161, 1.49483, 5.63706)
C (1.18981, 1.06171, 6.80878)
C (2.38245, 0.35282, 6.75887)
C (2.96223, 0.09199, 5.52443)
C (2.34187, 0.53241, 4.36318)
H (-5.05790, 3.30211, 4.71171)
H (-3.63437, 4.99514, 3.60444)
H (-1.39604, 4.39224, 2.78967)
H (-1.99165, 0.37301, 4.09944)
H (-4.22398, 0.98419, 4.96568)
H (-0.13460, 3.73708, 0.54605)
H (0.81489, 5.93712, -0.04439)
H (2.63137, 6.91737, 1.33223)
H (3.49630, 5.66307, 3.27995)
H (2.50827, 3.48829, 3.89468)
H (-0.35368, 2.03849, 5.70076)
H (0.72734, 1.27116, 7.76806)
H (2.84762, -0.00305, 7.67175)
H (3.89184, -0.46623, 5.47213)
H (2.79863, 0.31759, 3.39987)
Br (-7.60956, 0.58798, -4.42416)
C (-5.87584, 0.53704, -3.58667)
C (-5.15773, 1.73901, -3.42928)
C (-4.00839, 1.74030, -2.68528)
C (-3.52908, 0.55767, -2.03769)
C (-4.31454, -0.62709, -2.18386)
C (-5.46518, -0.63655, -2.93156)
C (-2.32125, 0.62029, -1.26096)
O (-1.65211, 1.69084, -1.14528)
O (-1.89849, -0.45682, -0.61952)
H (-5.50621, 2.64052, -3.91944)
H (-3.42429, 2.64365, -2.56787)
H (-3.98839, -1.53975, -1.70136)
H (-6.04292, -1.54630, -3.04567)
C (-0.20468, -7.09559, -6.40937)
C (-0.23411, -6.08529, -5.29344)
C (0.25531, -4.79917, -5.46807)
C (0.17407, -3.84092, -4.46232)
C (0.75263, -2.47163, -4.72999)
C (-0.43058, -4.14656, -3.23040)
Te (-1.12989, -2.47452, -1.97997)
C (-0.88765, -5.46406, -3.04274)
C (-1.49500, -5.88168, -1.72941)
C (-0.77963, -6.40711, -4.05635)
H (0.30512, -6.69259, -7.28489)
H (-1.21879, -7.37197, -6.70698)
H (0.30942, -8.00944, -6.10296)
H (0.70562, -4.53452, -6.42083)
H (1.36202, -2.48203, -5.63588)
H (1.36836, -2.14582, -3.89209)
H (-0.03779, -1.73029, -4.85570)
H (-0.75614, -5.81591, -0.92964)
H (-1.86072, -6.90905, -1.77692)
H (-2.32372, -5.22077, -1.46800)
H (-1.14670, -7.41611, -3.88692)


Record 2
DFT (ωB97M-V/def2-TZVPD) results for a molecular structure, C43H51As2Br2CsN6O3P2.

Output
Relative energy (zero: lowest compared OMol25 entry of this formula, charge and spin) ... 341.6 kJ/mol

Geometry (Å):
Cs (-0.26499, -0.94865, 0.32229)
C (-0.46728, 3.38844, -0.99405)
C (0.00299, 2.94115, 0.37443)
As (-1.22328, 3.46174, 1.83076)
C (-0.08406, 3.07103, 3.38573)
C (-0.14747, 1.71693, 3.99539)
C (0.51466, 1.45721, 5.33711)
C (1.41067, 2.55346, 5.81280)
C (1.46000, 3.72821, 5.18200)
C (0.66539, 4.00121, 3.98975)
C (-0.99760, 5.39479, 1.77059)
C (0.04841, 6.05558, 1.13854)
C (0.11120, 7.43939, 1.14366)
C (-0.86412, 8.18040, 1.79271)
C (-1.90808, 7.53314, 2.43102)
C (-1.97747, 6.14744, 2.41102)
As (-2.32421, 2.87359, -1.44666)
C (-3.25735, 4.46528, -0.79827)
C (-2.91156, 5.74882, -1.21100)
C (-3.62524, 6.84705, -0.76628)
C (-4.69474, 6.67318, 0.10088)
C (-5.04290, 5.40146, 0.52065)
C (-4.32754, 4.29907, 0.06904)
C (-2.28826, 3.31182, -3.34928)
C (-1.33632, 4.13018, -3.95269)
C (-1.36951, 4.36385, -5.31782)
C (-2.35779, 3.78623, -6.09996)
C (-3.31604, 2.97881, -5.51004)
C (-3.27777, 2.74227, -4.14289)
H (0.13965, 2.90504, -1.76858)
H (-0.35167, 4.46965, -1.10986)
H (1.01199, 3.30005, 0.60037)
H (0.07719, 1.86040, 0.43065)
H (-1.13428, 1.25933, 3.92184)
H (-0.20057, 1.18388, 6.12399)
H (1.99651, 2.39113, 6.70906)
H (2.08886, 4.52800, 5.55104)
H (0.71137, 5.00721, 3.59317)
H (0.83009, 5.49337, 0.63933)
H (0.92912, 7.94154, 0.64309)
H (-0.80897, 9.26122, 1.79752)
H (-2.67839, 8.10210, 2.93448)
H (-2.81487, 5.65120, 2.88926)
H (-2.08552, 5.89772, -1.89797)
H (-3.34466, 7.84011, -1.09283)
H (-5.25653, 7.53107, 0.44683)
H (-5.87620, 5.25633, 1.19602)
H (-4.60549, 3.30686, 0.40821)
H (-0.54783, 4.58386, -3.36493)
H (-0.61997, 4.99609, -5.77667)
H (-2.38109, 3.96403, -7.16685)
H (-4.08920, 2.52223, -6.11337)
H (-4.02822, 2.09209, -3.70382)
C (3.67887, -2.56682, 1.08030)
C (2.54949, -3.29360, 1.74590)
C (2.78425, -4.07634, 2.90101)
C (1.73851, -4.72448, 3.47693)
C (0.44913, -4.65506, 2.89618)
C (-0.67323, -5.32427, 3.44186)
Br (-0.53777, -6.33234, 5.04089)
C (-1.87944, -5.24698, 2.80356)
C (-2.01638, -4.53075, 1.61945)
Br (-3.71694, -4.50428, 0.79612)
C (-0.97445, -3.84994, 0.98032)
O (-1.12212, -3.22126, -0.11494)
C (0.31064, -3.89992, 1.70849)
N (1.36600, -3.20630, 1.19442)
H (4.46415, -3.26208, 0.77292)
H (4.13153, -1.84252, 1.75637)
H (3.30820, -2.05524, 0.19174)
H (3.78372, -4.13671, 3.31323)
H (1.87250, -5.31666, 4.37221)
H (-2.74459, -5.75180, 3.21256)
N (3.67932, 2.28317, 1.06120)
N (4.03649, 1.37233, 2.06933)
C (3.01062, 0.79571, 2.81044)
N (3.43228, -0.20564, 3.62831)
N (1.81752, 1.24061, 2.60993)
N (0.75749, 0.64702, 3.33702)
O (0.20079, -0.27326, 2.75052)
O (1.19421, 0.29507, 4.88511)
H (3.50092, 1.81646, 0.17626)
H (4.43121, 2.95078, 0.95452)
H (4.75851, 0.70493, 1.81976)
H (4.39823, -0.10488, 3.90369)
H (2.79597, -0.42936, 4.38499)
C (1.48635, -4.85834, -1.57819)
P (1.36914, -3.13008, -2.13904)
C (2.91398, -3.03772, -3.12768)
C (0.15476, -3.33804, -3.50763)
C (0.02486, -2.08564, -4.35738)
P (-0.32322, -0.53205, -3.41559)
C (-2.08842, -0.84017, -2.98175)
C (-0.46168, 0.54791, -4.89057)
H (1.73418, -5.53874, -2.39857)
H (0.53233, -5.15554, -1.14326)
H (2.24657, -4.94563, -0.80210)
H (2.92078, -3.76472, -3.94446)
H (3.77327, -3.24658, -2.48768)
H (3.06314, -2.04272, -3.54914)
H (-0.80541, -3.57987, -3.04225)
H (0.44309, -4.19353, -4.12872)
H (-0.76894, -2.20320, -5.10457)
H (0.95365, -1.91071, -4.91082)
H (-2.59405, -1.19428, -3.88533)
H (-2.54043, 0.10524, -2.67022)
H (-2.24225, -1.56888, -2.17946)
H (-1.14018, 0.13661, -5.64336)
H (0.53229, 0.62539, -5.33626)
H (-0.79350, 1.55679, -4.65552)


Ordered molecular weight results: 943.946 1204.425; unit g/mol.
Ordered energy results: -6985.11080 -12545.65549; unit a.u..